A molecular structure, C5H7CrO5, computed with ωB97M-V/def2-TZVPD.

Last column: Löwdin spin population.
Geometry (Å):
1 O 2.91 0.43 2.86  0.00
2 C 1.89 -0.12 3.20  0.00
3 O 1.55 -1.07 3.86  0.00
4 O -0.04 1.89 2.56  0.03
5 C 0.29 0.74 2.31  0.02
6 O 0.08 0.46 0.96  0.04
7 C -0.02 -0.86 0.41  0.01
8 C -0.79 -0.77 -0.89  0.00
9 O -0.35 0.37 -1.60  0.04
10 C -0.82 0.42 -2.94  0.01
11 Cr 0.15 2.25 -0.09  4.85
12 H -0.55 -1.49 1.13  0.00
13 H 1.00 -1.20 0.23  0.00
14 H -1.87 -0.68 -0.69  0.00
15 H -0.61 -1.68 -1.47  0.00
16 H -0.48 1.36 -3.38  0.00
17 H -0.42 -0.43 -3.51  0.00
18 H -1.93 0.39 -2.96  0.00

Output
**HOMO level (alpha / beta)**: -8.12 / -8.16 eV
**⟨S²⟩**: 8.75
**Spin multiplicity**: 6